[1]
# C56H33AsBr4MoN4O8S

A molecular structure, C56H33AsBr4MoN4O8S (ωB97M-V/def2-TZVPD, the OMol25 dataset).

## Properties
**Total charge**: -2
**Gap between HOMO and LUMO (alpha / beta)**: 5.655 / 5.759 eV
**Spin multiplicity**: 3

Cartesian coordinates (Å):
Mo -23.68 -4.01 2.13
C -22.66 1.87 -3.19
C -22.20 0.53 -3.42
C -22.48 -0.48 -2.50
C -23.24 -0.16 -1.42
C -23.66 1.13 -1.17
C -23.38 2.11 -2.04
C -23.37 -1.19 -0.28
C -22.39 -1.58 0.41
C -21.02 -1.01 0.22
C -20.29 -1.36 1.26
C -21.08 -2.26 2.15
C -20.64 -2.67 3.37
C -19.31 -2.34 3.88
C -18.22 -2.64 3.12
C -16.91 -2.38 3.54
C -16.75 -1.77 4.79
C -17.88 -1.36 5.55
C -19.13 -1.72 5.13
C -21.46 -3.54 4.24
N -22.79 -3.68 4.14
C -23.17 -4.57 5.19
C -24.42 -4.96 5.42
C -24.64 -5.96 6.61
C -25.05 -5.69 7.94
C -25.20 -6.76 8.83
C -25.14 -8.10 8.35
C -24.78 -8.38 7.03
C -24.49 -7.31 6.19
C -25.53 -4.52 4.65
C -26.85 -4.90 4.93
C -27.59 -4.67 3.78
C -26.74 -4.17 2.83
N -25.47 -4.08 3.30
C -27.14 -3.96 1.34
C -26.36 -2.85 0.71
C -26.96 -2.18 -0.48
C -25.76 -1.48 -1.00
C -24.76 -1.68 -0.14
N -25.14 -2.60 0.91
C -28.64 -3.67 1.31
C -29.01 -2.44 1.88
C -30.34 -1.99 1.88
C -31.28 -2.86 1.34
C -30.93 -4.05 0.78
C -29.59 -4.48 0.70
C -22.00 -4.95 5.89
C -20.93 -4.33 5.32
N -22.31 -2.43 1.58
H -22.31 2.58 -3.91
H -21.66 0.37 -4.30
H -22.25 -1.48 -2.74
H -24.15 1.29 -0.21
H -23.69 3.08 -1.81
H -20.89 -0.25 -0.58
H -19.26 -1.16 1.53
H -18.38 -3.26 2.26
H -16.13 -2.70 2.89
H -15.75 -1.57 5.13
H -17.74 -0.86 6.53
H -19.98 -1.43 5.64
H -25.18 -4.65 8.28
H -25.37 -6.66 9.85
H -25.48 -8.94 8.98
H -24.83 -9.38 6.67
H -24.27 -7.45 5.12
H -27.13 -5.30 5.91
H -28.68 -4.72 3.65
H -27.66 -1.41 -0.13
H -25.76 -0.81 -1.82
H -28.21 -1.89 2.34
H -30.61 -1.03 2.30
H -32.35 -2.65 1.25
H -31.79 -4.63 0.48
H -29.43 -5.42 0.26
H -22.06 -5.62 6.74
H -19.90 -4.41 5.57
Br -21.79 -10.66 3.14
C -21.84 -8.84 2.99
C -20.57 -8.20 2.87
Br -19.01 -9.01 3.45
C -20.63 -6.81 2.51
Br -18.97 -5.92 2.29
C -21.84 -6.12 2.35
O -21.89 -4.87 2.03
C -23.07 -6.76 2.52
O -24.13 -6.06 2.40
C -23.03 -8.13 2.79
Br -24.61 -9.13 2.94
O -26.22 -6.94 -1.04
As -27.09 -5.39 -1.21
O -27.74 -3.05 -1.23
O -26.84 -5.08 0.56
C -25.58 -4.49 -2.30
C -26.28 -3.81 -3.31
C -25.60 -2.97 -4.22
C -24.27 -2.74 -4.11
C -23.58 -3.54 -3.23
C -24.20 -4.42 -2.35
S -23.15 -5.20 -1.14
O -21.86 -4.65 -1.37
O -23.33 -6.63 -1.18
O -23.76 -4.60 0.10
H -25.24 -6.90 -0.91
H -27.38 -3.90 -3.37
H -26.27 -2.55 -4.94
H -23.75 -2.11 -4.81
H -22.49 -3.49 -3.17

=====

[2]
# C7H11NO

A single C7H11NO molecule (ωB97M-V/def2-TZVPD, the OMol25 dataset).

## Properties
**Gap between HOMO and LUMO (alpha / beta)**: 7.130 / 7.131 eV

Cartesian coordinates (Å):
C 2.13 -0.01 1.01
C -1.56 1.01 -1.58
N 0.85 0.26 0.36
C 0.40 -0.46 -0.72
C -1.13 -0.17 -0.72
C -0.42 0.73 1.09
C 0.93 -1.41 -1.48
C -1.04 0.00 2.05
O -1.88 -1.19 -0.64
H -0.27 1.79 1.28
H 2.23 0.60 1.91
H 2.93 0.25 0.31
H 2.24 -1.07 1.26
H -1.88 0.64 -2.56
H -2.40 1.51 -1.09
H -0.75 1.72 -1.73
H 1.97 -1.70 -1.38
H 0.32 -1.91 -2.23
H -1.37 -1.02 1.85
H -1.29 0.44 3.01

=====

[3]
# C5H9NO

A single C5H9NO molecule (ωB97M-V/def2-TZVPD, the OMol25 dataset).

## Properties
**Gap between HOMO and LUMO**: 9.272 eV

Cartesian coordinates (Å):
C 1.53 0.35 -1.59
N 0.77 -0.56 -0.77
C 0.76 -1.24 0.44
C -0.51 -0.96 -0.27
C -1.28 -0.24 0.86
O -2.10 -0.92 1.45
C -1.22 1.26 1.03
H 1.81 1.29 -1.10
H 0.94 0.57 -2.49
H 2.45 -0.16 -1.93
H 1.42 -2.09 0.65
H 0.34 -0.61 1.49
H -1.15 -1.59 -0.88
H -1.62 1.55 2.00
H -0.24 1.74 0.87
H -1.91 1.62 0.25

=====

[4]
# C2H5N3OS2

A single C2H5N3OS2 molecule (ωB97M-V/def2-TZVPD, the OMol25 dataset).

## Properties
**Gap between HOMO and LUMO**: 8.324 eV

Cartesian coordinates (Å):
C -0.03 0.25 0.43
C -0.44 -0.12 -1.82
H -0.30 2.49 0.21
H 0.61 1.13 2.17
H 0.08 -1.25 1.80
H 0.48 -2.83 -0.65
H -1.04 -1.02 -1.54
N -0.17 1.13 1.49
N 0.25 -1.03 0.84
N -0.16 0.71 -0.76
O -0.52 2.42 1.14
S 1.35 -2.06 0.05
S -0.09 0.19 -3.37

=====

[5]
# C5H9N

A single C5H9N molecule (ωB97M-V/def2-TZVPD, the OMol25 dataset).

## Properties
**Gap between HOMO and LUMO**: 10.619 eV

Cartesian coordinates (Å):
C 1.61 1.06 0.40
C 0.35 1.81 0.71
C 0.31 0.65 -0.24
C -0.33 -0.63 0.19
C -0.40 -1.81 -0.69
H 2.02 0.41 1.17
H 2.35 1.54 -0.23
H 0.24 2.82 0.30
H -0.10 1.68 1.69
H 0.18 0.87 -1.30
H -0.26 -0.84 1.26
H 0.02 -1.76 -1.70
H -0.35 -2.79 -0.23
H -2.22 -1.45 0.17
N -1.59 -0.99 -0.47

=====

[6]
# C4H12N2

2 unconnected molecules or ions with the total composition C4H12N2 (ωB97M-V/def2-TZVPD, the OMol25 dataset).

## Properties
**Gap between HOMO and LUMO**: 9.491 eV

Cartesian coordinates (Å):
C 1.82 -1.20 0.33
C 0.55 -1.99 -0.06
N -0.63 -1.58 0.70
H 2.37 -0.58 -0.42
H 2.56 -1.88 0.81
H 1.51 -0.44 1.16
H 0.85 -3.10 0.05
H 0.36 -1.83 -1.14
H -1.09 -0.85 0.14
H -1.35 -2.26 0.81
C 0.63 1.95 -0.55
C -0.69 1.96 -0.61
N -1.65 1.23 0.08
H 0.95 0.90 -0.36
H 1.26 2.75 -1.05
H -1.18 2.72 -1.11
H -1.49 1.12 1.08
H -2.54 1.67 -0.12

=====

These records have relative energy (zero: lowest compared OMol25 entry of this formula, charge and spin) values of 77.8; 436.9; 425.9; 242.3; 181.4; 215.6 kJ/mol, in the order they appear.
These records have calculated total energy values of -15973.048503; -403.167538; -325.775324; -1115.002261; -250.597848; -269.034229 Ha, in the order they appear.